No. 1
A structure of composition C3H4AgO4 in a non-equilibrium geometry, computed with ωB97M-V/def2-TZVPD.

```
12
C3H4AgO4 | the Open Molecules 2025 dataset | ωB97M-V/def2-TZVPD
C -0.70461 -0.06404 0.47761
O -1.80692 -0.15349 0.98442
O 0.61569 0.08178 1.40502
C 1.62728 -0.28489 0.61975
O -0.22150 -0.99353 -0.34660
C 1.10421 -0.60671 -0.62941
Ag -3.80789 -1.62793 1.54647
H 1.59261 -1.24985 -1.35746
H 2.63132 0.08609 0.83139
O -0.67956 1.52717 -1.31235
H 0.34210 0.98966 -1.48701
H -0.69273 2.29575 -0.73184
```

The total energy comes out at -564.22243 a.u. As for the charge: +1. Its orbital gap is 6.6262 eV. Its maximum force is 0.113 hartree/bohr. The energy above the lowest of the compared OMol25 structures with the same formula, charge and spin is 439.97 kJ/mol.

No. 2
A structure of composition C3H4AlLiO3 in a non-equilibrium geometry, computed with ωB97M-V/def2-TZVPD.

```
12
C3H4AlLiO3 | the Open Molecules 2025 dataset | ωB97M-V/def2-TZVPD
C 1.69378 -0.12101 1.52339
C 0.56721 -0.84126 1.17674
H 2.10592 0.65265 0.86891
H 0.43954 0.33824 1.66892
H 0.29175 -1.59222 1.92872
O -1.10753 0.79940 -1.16285
C -1.45731 0.03016 -2.10989
O -1.10348 -1.16608 -2.13976
O -2.20609 0.49866 -3.05082
Li -1.28228 2.57329 -0.60704
Al -0.23564 -0.79973 -0.50106
H 2.29413 -0.37211 2.40473
```

The spin multiplicity is 2. The total energy comes out at -591.09323 a.u. As for the charge: +3. Its orbital gap (spin up / spin down) is 11.7896 / 9.8710 eV. Its maximum force is 0.092 hartree/bohr. The energy above the lowest of the compared OMol25 structures with the same formula, charge and spin is 171.08 kJ/mol.

No. 3
A cluster of 2 separate species, C3H4BNO2 in total in a non-equilibrium geometry, computed with ωB97M-V/def2-TZVPD.

```
11
C3H4BNO2 | the Open Molecules 2025 dataset | ωB97M-V/def2-TZVPD
C 0.21676 -0.28619 -1.69604
C -0.47678 -0.55285 -0.60511
C -1.36246 -0.85912 0.26098
N -1.80126 -1.41151 1.23982
H 1.19024 -0.77625 -1.87628
H -0.06628 0.54674 -2.36950
H -2.71020 -1.22316 1.61092
O 2.73006 0.47915 0.23669
B 2.22888 -0.59722 0.16825
O 1.80011 -1.77203 0.29127
H 0.83882 -1.99843 0.06643
```

The total energy comes out at -346.76788 a.u. The SMILES is C=C=C=N.O=BO. As for the charge: 0. Its orbital gap is 8.8205 eV. Its maximum force is 0.103 hartree/bohr. The energy above the lowest of the compared OMol25 structures with the same formula, charge and spin is 246.21 kJ/mol.

No. 4
A cluster of 2 separate species, C3H4BNO3 in total in a non-equilibrium geometry, computed with ωB97M-V/def2-TZVPD.

```
12
C3H4BNO3 | the Open Molecules 2025 dataset | ωB97M-V/def2-TZVPD
O 2.15353 0.53956 -0.56244
C 1.96104 0.96962 0.52790
N 0.90063 1.07666 1.45946
C 1.89271 2.07756 1.51120
O 2.15211 3.09537 1.99740
H -0.00593 0.74413 1.53444
C -1.62643 -1.67727 -1.55565
B -1.27758 -0.91185 -0.25117
O -0.99537 -0.39310 0.80942
H -2.15177 -2.65029 -1.33240
H -0.69255 -1.82986 -2.06288
H -2.31038 -1.04053 -2.07528
```

The total energy comes out at -422.03347 a.u. The SMILES is O=c1[nH]c1=O.CB=O. As for the charge: 0. Its orbital gap is 9.9074 eV. Its maximum force is 0.093 hartree/bohr. The energy above the lowest of the compared OMol25 structures with the same formula, charge and spin is 267.06 kJ/mol.

No. 5
A structure of composition C3H4BeLiO3 in a non-equilibrium geometry, computed with ωB97M-V/def2-TZVPD.

```
12
C3H4BeLiO3 | the Open Molecules 2025 dataset | ωB97M-V/def2-TZVPD
H 0.07821 -2.41242 0.36460
C 0.54034 -1.43341 0.12823
C 0.49535 -0.56542 1.34838
O -0.10703 0.57929 1.18084
C -0.34470 1.95841 -0.42710
O -1.47933 2.52211 -0.02536
Be -0.95326 0.28630 -0.34298
O -0.08498 -0.86401 -0.98839
H 1.61394 -1.66450 -0.02566
H 1.47870 -0.46124 1.84097
H -1.60446 3.40471 -0.40557
Li 0.36722 -1.34981 -2.64795
```

The total energy comes out at -364.34004 a.u. As for the charge: +1. Its orbital gap (spin up / spin down) is 5.7957 / 4.9302 eV. Its maximum force is 0.110 hartree/bohr. The energy above the lowest of the compared OMol25 structures with the same formula, charge and spin is 471.61 kJ/mol.

No. 6
A structure of composition C3H4BeMgO4 in a non-equilibrium geometry, computed with ωB97M-V/def2-TZVPD.

```
13
C3H4BeMgO4 | the Open Molecules 2025 dataset | ωB97M-V/def2-TZVPD
O 1.80909 -0.04320 7.50736
C 1.14316 -1.18284 7.19485
O 1.23441 -2.20714 8.16177
C 0.88328 -1.79545 9.51316
Be 1.61202 -0.23306 9.16632
H 1.45344 -1.63428 6.23624
H 1.30940 -2.56489 10.17395
H -0.21760 -1.85917 9.61903
H -0.05962 -0.88946 7.30729
O -1.92146 -0.96914 8.87917
C -1.17257 -0.36694 8.07724
O -1.52073 0.67794 7.48173
Mg -3.35183 0.41305 8.38056
```

The spin multiplicity is 2. The total energy comes out at -632.16634 a.u. As for the charge: +1. Its orbital gap (spin up / spin down) is 5.1117 / 6.9111 eV. Its maximum force is 0.060 hartree/bohr. The energy above the lowest of the compared OMol25 structures with the same formula, charge and spin is 112.04 kJ/mol.

No. 7
A cluster of 2 separate species, C3H4Br2 in total in a non-equilibrium geometry, computed with ωB97M-V/def2-TZVPD.

```
9
C3H4Br2 | the Open Molecules 2025 dataset | ωB97M-V/def2-TZVPD
C -0.59005 -1.44311 0.17245
C -1.31600 -0.46431 -0.20738
C 1.22416 1.52046 -0.00528
Br -2.93341 0.35648 0.04059
Br 2.42648 0.22470 0.01692
H -0.96990 -2.36536 0.42643
H 0.42901 -1.43146 0.11620
H 1.55803 2.44335 -0.58188
H 0.17168 1.15925 0.02194
```

The total energy comes out at -5264.53032 a.u. As for the charge: 0. Its orbital gap (spin up / spin down) is 7.8903 / 8.2556 eV. Its maximum force is 0.062 hartree/bohr. The energy above the lowest of the compared OMol25 structures with the same formula, charge and spin is 439.93 kJ/mol.

No. 8
A structure of composition C3H4Br2O in a non-equilibrium geometry, computed with ωB97M-V/def2-TZVPD.

```
10
C3H4Br2O | the Open Molecules 2025 dataset | ωB97M-V/def2-TZVPD
C 0.07110 -0.02426 -1.45679
C -0.70434 -0.00432 0.98814
C 0.49962 -0.04979 0.04796
O -0.88896 0.49238 -1.91999
Br 1.65089 -1.48462 0.33492
Br 1.60949 1.74249 0.27073
H 0.77330 -0.62215 -2.18414
H -0.32191 0.32203 1.99813
H -1.15240 -1.09576 1.09206
H -1.53679 0.72402 0.82899
```

The total energy comes out at -5339.94293 a.u. As for the charge: 0. Its orbital gap is 9.8358 eV. Its maximum force is 0.055 hartree/bohr. The energy above the lowest of the compared OMol25 structures with the same formula, charge and spin is 3.38 kJ/mol.

No. 9
A structure of composition C3H4Br2O6S2 in a non-equilibrium geometry, computed with ωB97M-V/def2-TZVPD.

```
17
C3H4Br2O6S2 | the Open Molecules 2025 dataset | ωB97M-V/def2-TZVPD
C 1.40181 -1.42004 0.56845
C 1.46070 -0.16576 0.94240
C -2.66362 -0.36817 0.75986
O 2.81441 2.06058 0.77584
O -0.99626 -1.17655 -1.09817
O 3.52390 0.19841 -0.62649
O 1.45003 1.38883 -1.14423
O -0.93626 1.18809 -0.32972
O -2.71135 0.38083 -1.86653
S 2.39656 0.95893 -0.09006
S -1.84225 -0.04506 -0.78151
Br -3.78522 1.21753 0.91571
Br -3.81657 -1.83836 0.15511
H 0.00285 1.24065 -0.71174
H 1.95771 -1.71996 -0.30347
H 0.81430 -2.17749 1.06785
H 0.92926 0.27752 1.76669
```

The total energy comes out at -6512.56043 a.u. As for the charge: -2. Its orbital gap is 6.4668 eV. Its maximum force is 0.030 hartree/bohr. The energy above the lowest of the compared OMol25 structures with the same formula, charge and spin is 82.41 kJ/mol.

No. 10
A structure of composition C3H4Br3F in a non-equilibrium geometry, computed with ωB97M-V/def2-TZVPD.

```
11
C3H4Br3F | the Open Molecules 2025 dataset | ωB97M-V/def2-TZVPD
C 0.12042 -0.47425 -0.33418
C 1.25815 0.45469 0.14203
C -1.27768 -0.08590 0.21456
F -1.30140 -0.15455 1.49894
Br 2.98479 -0.22611 -0.50082
Br -1.87589 1.74688 -0.37920
Br -2.62211 -1.38847 -0.38113
H 0.35441 -1.58043 -0.07635
H -0.10689 -0.25454 -1.38649
H 1.46931 0.48436 1.31368
H 0.99688 1.47832 -0.11105
```

The total energy comes out at -7938.59529 a.u. As for the charge: 0. Its orbital gap is 10.5536 eV. Its maximum force is 0.057 hartree/bohr. The energy above the lowest of the compared OMol25 structures with the same formula, charge and spin is 11.50 kJ/mol.